Record 1
Here is C25H34BrN4Pd as an isolated structure from the OMol25 dataset. Energies are from ωB97M-V/def2-TZVPD.

```
! wB97M-V def2-TZVPD RIJCOSX def2/J DEFGRID3
* xyz 3 1
Pd 0.37 1.16 -0.13
N 1.95 -4.12 3.59
C 1.60 -2.74 3.05
C 0.54 -2.90 1.96
C -0.03 -1.55 1.47
N 0.93 -0.81 0.60
C -0.48 -0.70 2.65
C 0.59 -0.52 3.72
N 1.72 0.25 3.16
C 1.12 -1.88 4.21
H 2.30 -4.74 2.86
H 1.12 -4.57 4.01
H 2.66 -4.06 4.32
H 2.54 -2.36 2.65
H -0.30 -3.47 2.36
H 0.94 -3.47 1.11
H -0.88 -1.80 0.83
H 1.28 -1.42 -0.14
H 1.72 -0.51 1.19
H -1.36 -1.17 3.10
H -0.82 0.28 2.29
H 0.13 -0.03 4.58
H 2.49 0.28 3.82
H 1.44 1.22 3.04
H 0.31 -2.39 4.75
H 1.93 -1.71 4.92
Br 0.73 3.57 0.87
C -1.13 3.96 0.80
C -1.61 5.17 1.18
C -3.01 5.39 1.10
C -3.84 4.40 0.65
C -3.34 3.14 0.24
C -4.18 2.10 -0.23
C -3.68 0.88 -0.61
C -2.29 0.63 -0.54
C -1.50 1.64 -0.09
C -1.93 2.92 0.32
H -0.96 5.96 1.54
H -3.41 6.34 1.41
H -4.91 4.57 0.59
H -5.24 2.29 -0.29
H -4.34 0.10 -0.97
H -1.89 -0.33 -0.83
C 2.35 -2.13 -2.65
N 1.00 -2.16 -3.14
C 0.77 -2.88 -4.38
C 0.03 -1.28 -2.60
C 0.37 0.21 -2.90
C 0.26 0.66 -4.23
C 0.72 1.90 -4.60
C 1.36 2.75 -3.69
C 1.48 2.37 -2.36
C 0.94 1.13 -2.08
H 3.06 -1.96 -3.46
H 2.63 -3.08 -2.16
H 2.48 -1.31 -1.93
H 1.15 -3.90 -4.28
H 1.27 -2.41 -5.23
H -0.30 -2.94 -4.58
H -0.09 -1.40 -1.52
H -0.94 -1.49 -3.07
H -0.21 0.00 -4.95
H 0.62 2.22 -5.63
H 1.78 3.69 -4.01
H 2.02 3.00 -1.66
*
```

The energy above the lowest of the compared OMol25 structures with the same formula, charge and spin is 10.4 kcal per mole. The value obtained for the LUMO energy (alpha / beta) is -0.3928 / -0.3928 Eh.

=====

Record 2
Here is a single C15H25NO2 molecule from the OMol25 dataset. Energies are from ωB97M-V/def2-TZVPD.

```
! wB97M-V def2-TZVPD RIJCOSX def2/J DEFGRID3
* xyz 0 1
C -0.72 5.74 2.76
C -1.61 4.84 1.90
C -0.77 4.06 0.92
C -0.47 4.58 -0.33
C 0.34 3.87 -1.20
C 0.86 2.65 -0.83
C 0.57 2.11 0.42
O 1.15 0.91 0.69
C 0.81 0.20 1.86
C -0.57 -0.46 1.77
C -0.67 -1.45 0.61
C 0.10 -2.76 0.87
N -0.08 -3.79 -0.13
C 0.49 -3.50 -1.43
C 0.46 -4.75 -2.30
O 1.07 -4.46 -3.54
C 1.11 -5.56 -4.40
C -0.25 2.82 1.29
H 0.00 5.15 3.32
H -1.33 6.31 3.47
H -0.17 6.44 2.13
H -2.33 5.45 1.36
H -2.16 4.15 2.55
H -0.88 5.54 -0.62
H 0.57 4.28 -2.17
H 1.49 2.09 -1.50
H 1.58 -0.57 1.95
H 0.86 0.85 2.74
H -0.78 -0.97 2.71
H -1.33 0.31 1.62
H -0.28 -0.97 -0.29
H -1.72 -1.70 0.43
H -0.23 -3.18 1.83
H 1.17 -2.56 0.94
H -1.07 -4.01 -0.23
H 1.53 -3.20 -1.29
H -0.02 -2.69 -1.97
H -0.59 -5.07 -2.46
H 0.98 -5.57 -1.79
H 1.68 -6.39 -3.96
H 1.60 -5.23 -5.31
H 0.10 -5.92 -4.64
H -0.49 2.44 2.27
*
```

The energy above the lowest of the compared OMol25 structures with the same formula, charge and spin is 41.7 kcal per mole. As for the SMILES: CCc1cccc(OCCCCNCCOC)c1. The value obtained for the LUMO energy is 0.0341 Eh.

=====

Record 3
Here is a 2-piece molecular cluster, C3H5N3 overall from the OMol25 dataset. Energies are from ωB97M-V/def2-TZVPD.

```
! wB97M-V def2-TZVPD RIJCOSX def2/J DEFGRID3
* xyz 0 1
C -0.03 -1.46 -0.78
N -1.50 0.03 -0.10
C -0.55 0.71 0.33
N 0.79 0.16 0.14
C -0.61 1.99 1.01
N -0.67 3.01 1.56
H -0.61 -2.11 -0.12
H -0.51 -1.27 -1.73
H 1.00 -1.78 -0.88
H 1.39 0.74 -0.45
H 1.29 -0.02 1.02
*
```

The energy above the lowest of the compared OMol25 structures with the same formula, charge and spin is 113.7 kcal per mole. The value obtained for the LUMO energy (alpha / beta) is 0.0005 / 0.0005 Eh.

=====

Record 4
Here is a 2-piece molecular cluster, C9H13NO overall from the OMol25 dataset. Energies are from ωB97M-V/def2-TZVPD.

```
! wB97M-V def2-TZVPD RIJCOSX def2/J DEFGRID3
* xyz -1 2
C 1.54 2.67 1.36
C 0.12 -0.83 0.91
C 1.24 -1.60 1.14
C 0.22 0.56 0.91
C 1.41 1.18 1.26
C 2.47 -0.97 1.35
C 2.58 0.40 1.28
H -0.86 -1.23 0.68
H 1.19 -2.68 1.12
H -0.64 1.22 0.84
H 3.37 -1.57 1.45
H 0.67 3.24 1.04
H 2.40 3.03 0.78
H 3.53 0.93 1.32
H 1.73 3.01 2.38
C -3.21 -0.38 -1.47
C -2.16 -1.37 -1.86
O -2.09 -2.47 -1.33
N -1.28 -1.02 -2.83
H -3.61 0.17 -2.32
H -2.76 0.35 -0.80
H -0.56 -1.69 -3.02
H -1.27 -0.09 -3.23
H -4.03 -0.87 -0.95
*
```

The energy above the lowest of the compared OMol25 structures with the same formula, charge and spin is 22.5 kcal per mole. The value obtained for the LUMO energy (alpha / beta) is 0.1246 / 0.1190 Eh.